# 1
{
  "formula": "C4H6BrNO",
  "method": "the ωB97M-V functional and the def2-TZVPD basis",
  "species": ["C", "C", "C", "C", "N", "O", "Br", "H", "H", "H", "H", "H", "H"],
  "positions_angstrom": [[-0.900795, 2.520289, 0.114829], [-0.187144, 1.545669, -0.492663], [-0.495791, -1.900992, -0.232698], [0.501654, 0.538164, 0.248620], [0.598053, -2.644567, -0.095223], [-1.652848, -2.000229, -0.217495], [2.298656, -0.009333, -0.273973], [-1.481471, 3.362086, -0.445945], [-1.106347, 2.495385, 1.298582], [-0.109958, 1.470827, -1.567173], [0.380501, 0.310976, 1.363382], [1.470790, -2.061428, -0.024811], [0.684702, -3.626847, 0.324569]],
  "forces_ev_per_angstrom": [[-1.8497, 1.0182, 1.5261], [-0.0165, 0.3195, 0.7083], [2.0921, 1.0471, 0.5362], [0.1387, -2.0710, 1.4752], [1.4710, -0.7829, 0.9000], [-1.7731, -0.5964, -0.0746], [-0.4181, 0.7804, 0.0031], [1.2194, -1.8610, 0.9515], [0.7957, 0.1156, -2.8942], [0.1622, 0.3438, -0.1615], [0.0612, 0.8362, -1.8438], [-1.1359, -1.0217, -0.2107], [-0.7471, 1.8720, -0.9155]],
  "nbo_charge": [-0.36, -0.33, 0.71, -0.31, -0.89, -0.51, 0.01, 0.22, 0.20, 0.23, 0.22, 0.42, 0.40],
  "homo_energy_ev": [-7.84, -7.55],
  "e_tot_ha": -2859.8871,
  "lumo_ev": [0.10, -0.36]
}

# 2
{
  "formula": "C4H6BrNO",
  "method": "the ωB97M-V functional and the def2-TZVPD basis",
  "species": ["C", "C", "C", "C", "N", "O", "Br", "H", "H", "H", "H", "H", "H"],
  "positions_angstrom": [[0.473744, 0.610290, 0.506368], [-0.230337, 0.123829, -2.049441], [-0.073361, -0.773774, 2.817259], [0.802983, 1.468227, -0.512878], [-0.016164, 0.053008, 1.493400], [0.581836, 1.283585, -1.808987], [1.631989, -1.773071, 3.132331], [0.483751, -0.633852, -1.745532], [-0.367774, 0.048875, -3.231420], [-1.221045, 0.129428, -1.531567], [0.008802, 0.025535, 3.470570], [-0.977781, -1.275850, 2.936331], [1.681460, 2.051910, -0.184813]],
  "forces_ev_per_angstrom": [[-0.6381, -1.0177, 1.0634], [0.4841, 0.3716, -2.6803], [3.2960, 2.3533, -4.4176], [1.0302, -1.1107, 3.7885], [-0.6761, 0.0291, 0.6460], [-1.1456, 0.1828, -1.4759], [-0.9115, -0.0954, -0.0902], [-0.7355, -1.0859, 0.1666], [0.1432, 0.2383, 2.6853], [0.9308, 0.0291, -0.2658], [0.0280, 1.1277, 1.6191], [-1.1143, -1.2710, -0.3170], [-0.6911, 0.2489, -0.7220]],
  "nbo_charge": [0.33, -0.27, -0.20, -0.10, -0.47, -0.49, -0.04, 0.19, 0.20, 0.19, 0.22, 0.22, 0.22],
  "smiles": "COC=C=NCBr",
  "homo_energy_ev": -7.34,
  "e_tot_ha": -2859.8730,
  "lumo_ev": 0.53
}

# 3
{
  "formula": "C4H6Cl2F2S",
  "method": "the ωB97M-V functional and the def2-TZVPD basis",
  "species": ["C", "C", "C", "C", "H", "H", "H", "H", "H", "H", "F", "F", "S", "Cl", "Cl"],
  "positions_angstrom": [[-3.282218, -0.124592, 0.300596], [2.113531, -0.865984, 0.537438], [1.016600, -0.249915, -0.287967], [1.201421, 1.210247, -0.626743], [-4.003158, -0.915390, 0.507019], [-3.327170, 0.671344, 1.044783], [2.265096, -0.273895, 1.451201], [1.873441, -1.910114, 0.775012], [0.230206, 1.707054, -0.708553], [1.728098, 1.286521, -1.586115], [-3.512329, 0.390984, -0.933265], [1.958603, 1.841140, 0.341088], [-0.258258, -1.086439, -0.816886], [-1.658659, -0.840326, 0.372888], [3.654794, -0.840628, -0.370490]],
  "forces_ev_per_angstrom": [[-1.4194, 0.8618, -0.1717], [-1.1609, 0.1969, 0.6897], [0.9350, 0.2691, -0.0087], [-0.1359, -0.7635, -0.8087], [0.1218, -0.0282, -0.0500], [0.0870, -0.0548, -0.0355], [0.2937, -0.4060, -0.2421], [0.1691, 0.3525, -0.0146], [0.1067, 0.1141, 0.0489], [0.0501, 0.3301, 0.1493], [0.0564, 0.0252, -0.0722], [0.0030, 0.2683, 0.2061], [7.2111, -1.0146, -7.0965], [-6.5700, -0.0660, 7.4859], [0.2524, -0.0848, -0.0800]],
  "nbo_charge": [0.01, -0.39, -0.47, 0.03, 0.19, 0.19, 0.22, 0.22, 0.16, 0.18, -0.33, -0.37, 0.27, 0.17, -0.08],
  "homo_energy_ev": -7.77,
  "e_tot_ha": -1674.1265,
  "lumo_ev": -0.35
}

# 4
{
  "formula": "C4H6Cl2N2O2",
  "method": "the ωB97M-V functional and the def2-TZVPD basis",
  "species": ["C", "C", "C", "C", "N", "N", "O", "O", "Cl", "Cl", "H", "H", "H", "H", "H", "H"],
  "positions_angstrom": [[2.382893, 2.377554, 0.306403], [-1.037253, -1.769195, -0.790909], [-1.347769, -0.209812, 0.838986], [0.175138, -0.940496, -0.429181], [0.048556, -0.115708, 0.551745], [-2.130687, -0.966613, -0.189346], [3.072346, 3.299567, 0.460836], [2.029297, 1.447793, 1.119054], [1.751121, -1.351991, -1.015138], [1.581319, 2.159563, -1.338431], [-1.146908, -1.765525, -1.969248], [-1.005323, -2.902356, -0.353369], [-1.446670, -0.628200, 1.794796], [-1.813786, 0.822389, 1.079028], [-2.472337, -0.326207, -0.818522], [1.360063, 0.869238, 0.753297]],
  "forces_ev_per_angstrom": [[-1.0039, -0.3394, -1.3202], [-0.8589, -1.0853, -2.0617], [-2.9363, 2.9471, 0.8566], [1.3810, -0.5011, 1.6887], [-0.3572, -1.7064, -2.9691], [2.7684, -1.5726, 2.6364], [1.1343, 1.1250, 0.5002], [1.4646, 0.7510, 1.2597], [-0.4615, 0.0719, -0.1578], [0.0603, 0.0605, 0.0960], [0.2100, -0.5065, 2.4044], [0.1604, 2.7861, -1.1097], [-0.0755, -1.3252, 1.3861], [0.7124, -1.3118, -1.0296], [-0.8802, 1.6326, -1.9411], [-1.3179, -1.0260, -0.2389]],
  "nbo_charge": [0.82, -0.32, -0.10, 0.26, -0.46, -0.59, -0.52, -0.67, 0.05, -0.20, 0.24, 0.24, 0.20, 0.20, 0.36, 0.52],
  "smiles": "ClC1=NCNC1.O=C(O)Cl",
  "homo_energy_ev": -10.47,
  "e_tot_ha": -1336.3744,
  "lumo_ev": 0.19
}

# 5
{
  "formula": "C4H6Cl2O",
  "method": "the ωB97M-V functional and the def2-TZVPD basis",
  "species": ["C", "C", "C", "C", "O", "Cl", "Cl", "H", "H", "H", "H", "H", "H"],
  "positions_angstrom": [[0.590214, 0.598333, 1.828329], [-0.152236, 0.435579, 0.659002], [0.905286, -0.758039, 2.224835], [-0.040348, -0.411337, -1.617983], [0.421497, 0.431463, -0.578090], [2.130226, -1.480320, 1.095431], [-0.239179, -1.903120, 2.618843], [1.472653, 1.069532, 1.671900], [0.046906, 1.165657, 2.630133], [-1.125764, 0.034906, 0.703364], [-0.385079, 0.273577, -2.428491], [-0.786755, -1.104150, -1.174379], [0.806497, -0.932551, -1.873844]],
  "forces_ev_per_angstrom": [[-1.5980, 1.8189, 3.1214], [-0.7033, -0.4520, -3.7987], [1.9254, -1.6102, -1.4444], [-2.1970, 1.2968, 1.0744], [0.4192, 1.1032, 2.1607], [-0.2108, 0.2303, 0.6624], [-1.3470, -0.9447, 0.8474], [2.7438, 1.7123, -0.5147], [0.3179, -0.5863, -0.5861], [-1.0943, -0.5214, 0.0011], [-0.0827, -0.9665, 0.4611], [0.0949, 0.3973, -0.8332], [1.7319, -1.4777, -1.1514]],
  "nbo_charge": [-0.57, 0.22, -0.09, -0.24, -0.48, -0.08, 0.04, 0.25, 0.24, 0.16, 0.19, 0.18, 0.20],
  "homo_energy_ev": [-7.90, -7.26],
  "e_tot_ha": -1151.4847,
  "lumo_ev": [0.64, -0.01]
}

# 6
{
  "formula": "C4H6Cl2O",
  "method": "the ωB97M-V functional and the def2-TZVPD basis",
  "species": ["C", "C", "C", "C", "O", "Cl", "Cl", "H", "H", "H", "H", "H", "H"],
  "positions_angstrom": [[2.569059, 0.213794, 0.802365], [-1.185108, -0.526843, 0.030316], [-0.002243, 0.134840, 0.019582], [-2.421368, -0.192302, -0.713718], [1.251092, -0.447849, 0.603656], [3.442683, 0.154985, -0.734604], [0.340981, 1.810935, -0.386783], [2.442882, 1.290332, 1.134273], [3.041848, -0.432065, 1.505037], [-1.097131, -1.599895, 0.460210], [-2.726184, 0.772612, -0.731412], [-3.314729, -0.645320, -0.295277], [-2.341784, -0.533220, -1.693645]],
  "forces_ev_per_angstrom": [[-3.2950, 0.8927, -1.0544], [2.6531, -1.3374, 0.6270], [2.2435, -0.1741, 1.6982], [-0.2385, -1.8921, 1.5595], [-1.4264, 0.5206, -0.2215], [0.2969, 0.1638, 0.0498], [-0.8913, -0.6329, -0.3026], [0.2878, -1.4369, -0.3881], [0.3365, -0.2227, 0.4664], [-0.0727, 1.9653, -0.7418], [-0.1467, 3.4528, -0.1135], [0.1319, -0.6694, 0.2798], [0.1210, -0.6297, -1.8590]],
  "nbo_charge": [-0.07, -0.27, 0.28, -0.64, -0.56, -0.05, -0.02, 0.21, 0.21, 0.24, 0.22, 0.22, 0.22],
  "smiles": "C/C=C(\\Cl)OCCl",
  "homo_energy_ev": -9.09,
  "e_tot_ha": -1151.5636,
  "lumo_ev": 0.75
}